{"formula": "C39H44BCl2F5N3O19PS3", "method": "ωB97M-V/def2-TZVPD", "smiles": "C#CCc1c2c(cc(B(C)O)c1P(O)(O)=S)Sc1c(CCCCNC(C)=O)c(S(=O)(=O)F)c(/C(Cl)=C(\\C)Cl)c(OCC)c1N2N.O=C1OC[C@@H](F)O1.O=C1OC[C@@H](F)O1.O=C1OC[C@@H](F)O1.O=C1OC[C@@H](F)O1", "spin_multiplicity": 1, "e_tot_ev": -165634.0546, "fmax_ev_per_a": 1.98, "e_above_lowest_kcal_mol": 12.5, "homo_lumo_gap_ev": 8.2, "symbols": ["Cl", "Cl", "S", "S", "S", "P", "F", "F", "F", "F", "F", "O", "O", "O", "O", "O", "O", "O", "O", "O", "O", "O", "O", "O", "O", "O", "O", "O", "O", "O", "N", "N", "N", "C", "C", "C", "C", "C", "C", "C", "C", "C", "C", "C", "C", "C", "C", "C", "C", "C", "C", "C", "C", "C", "C", "C", "C", "C", "C", "C", "C", "C", "C", "C", "C", "C", "C", "C", "C", "C", "C", "C", "B", "H", "H", "H", "H", "H", "H", "H", "H", "H", "H", "H", "H", "H", "H", "H", "H", "H", "H", "H", "H", "H", "H", "H", "H", "H", "H", "H", "H", "H", "H", "H", "H", "H", "H", "H", "H", "H", "H", "H", "H", "H", "H", "H", "H"], "coordinates": [[1.41728, 3.95314, 4.95185], [0.70271, 1.80500, 7.03959], [2.15586, 0.70681, -1.26787], [4.21803, 2.72324, 3.44021], [-4.26096, 3.35757, -3.49659], [-3.76105, 1.49630, -3.41580], [-9.52702, -7.88083, 0.58216], [-6.69798, -1.47458, -1.54869], [4.06432, 4.26368, 3.33185], [1.05982, -7.45729, 2.07558], [5.29592, -3.52043, -2.25108], [-8.45191, -4.15792, -1.59397], [6.01929, -0.66758, -4.04150], [-4.92320, 0.76826, -2.57601], [0.04776, -4.44312, 0.75106], [-3.78361, 0.76630, -4.84353], [-8.68480, -6.22224, -0.70374], [-8.13993, -1.66473, 2.64526], [5.11257, 0.89372, -2.69641], [1.91191, -5.46340, 1.43677], [10.34075, 2.41895, 0.04271], [4.87089, -1.29993, -2.23483], [-0.60156, 1.14246, -6.05216], [-8.40273, -0.06352, 1.08237], [2.04280, -3.46404, 0.39721], [-7.40191, -1.98413, 0.53735], [-9.50918, -4.44480, 0.36556], [4.03088, 2.38276, 4.80253], [-0.62264, 1.13076, 2.97434], [5.47505, 2.40804, 2.85643], [-0.17524, -1.15084, 0.45486], [-0.32909, 0.26576, 0.39211], [8.39681, 3.60148, 0.05008], [1.98236, 1.18563, 0.43089], [0.58353, 1.33649, 2.36523], [-7.92361, 0.09222, -0.26176], [-1.44140, 3.48246, -5.54646], [-3.33806, -1.02575, -0.80276], [-2.98016, 0.35619, -0.50574], [-9.93862, -5.59562, 1.09986], [-0.34419, -5.73460, 1.22839], [9.30173, 2.61445, 2.14267], [9.39736, 2.84929, 0.66637], [-8.84560, -4.87065, -0.73376], [3.05976, 1.77950, 1.09483], [4.59563, 3.48608, 0.08112], [-3.59315, -2.17100, -0.96616], [1.39867, -4.36555, 0.81475], [1.63521, 1.91381, 3.08561], [-7.73306, -1.34500, -0.68340], [0.76099, 0.93413, 1.04031], [0.49217, 0.93168, -1.81879], [0.83845, -6.12167, 2.08640], [-1.01920, 1.50470, -3.59026], [-1.65196, 2.08878, 2.67383], [5.99983, 3.84154, -0.44708], [0.27410, 1.33198, -3.12453], [4.34173, 1.99585, 0.31428], [6.16664, -2.08868, -3.93754], [-1.19839, 3.50583, 2.39794], [1.35888, 2.28112, 4.50098], [1.07235, 1.35314, 5.41086], [-7.99591, -1.27437, 1.53653], [7.11506, 2.86769, -0.08878], [2.88783, 2.11131, 2.45287], [1.03338, -0.11263, 5.17374], [-2.11339, 1.22274, -2.74250], [5.00847, -2.45865, -3.03886], [-0.55321, 0.67826, -0.95722], [5.31755, -0.24166, -2.96597], [-8.96659, -6.64847, 0.61959], [-1.87178, 0.78063, -1.44439], [-1.04308, 2.01792, -5.10019], [5.12401, 1.50428, 0.87747], [-0.46619, -6.41407, 0.38408], [6.94823, 2.39879, 0.87264], [1.32531, -0.66306, 6.05958], [-0.62122, 3.91645, 3.21675], [-0.66324, 3.61997, 1.45908], [7.12483, -2.32265, -3.47232], [4.06917, -2.64668, -3.56187], [-0.35644, -1.48388, 1.38913], [-6.98015, 0.64013, -0.25594], [0.00520, -0.39059, 4.94744], [-1.54968, 4.10076, -4.66319], [-2.10146, 4.10790, 2.32519], [7.24130, 2.10046, -0.85232], [9.05868, 1.57139, 2.31922], [-10.96463, -5.84281, 0.82472], [0.77951, -5.77892, 3.12086], [-4.68798, 0.88806, -5.17088], [8.58445, 3.25976, 2.63486], [-8.61790, -1.81557, -1.10819], [8.72920, 3.93455, -0.84532], [1.63488, -0.39731, 4.31794], [-2.27233, 1.76382, 1.84469], [-3.84665, 1.00252, -0.57478], [4.35822, 4.09620, 0.93730], [6.28304, 4.78955, 0.00245], [-0.70603, 3.90710, -6.22861], [-9.88521, -5.41489, 2.16986], [5.99568, 4.02290, -1.51801], [-2.43044, 3.45746, -5.99232], [10.27419, 2.79895, 2.58414], [-0.37812, 1.65841, -6.83339], [-8.03589, -6.69738, 1.18681], [-1.27715, -5.67666, 1.78253], [6.11760, -2.55602, -4.91720], [-4.82341, -0.19874, -2.66911], [0.73542, -1.45604, 0.12365], [-2.64798, 0.33736, 0.52091], [1.12292, 1.51926, -3.76342], [4.27767, 1.51166, -0.64820], [3.88084, 3.79145, -0.68436], [-3.83728, -3.19293, -0.84030], [-2.29212, 2.10788, 3.55029], [-8.64487, 0.62784, -0.87256]], "forces_ev_per_angstrom": [[-0.1000, 0.0847, -0.2562], [-0.0449, -0.0005, 0.0368], [-0.0290, 0.1286, -0.1146], [0.8210, -1.1431, 0.3888], [0.1710, -0.0629, 0.0389], [-0.7252, 1.7963, 0.3950], [0.0408, 0.0398, -0.0563], [0.0081, -0.1204, -0.0174], [-0.1714, 0.4283, -0.1662], [0.0425, 0.0543, -0.0123], [-0.0204, 0.0681, 0.0101], [-0.0255, -0.0427, -0.1628], [-0.0897, -0.1323, 0.0654], [0.5956, -0.8981, -0.4664], [0.0562, -0.1173, 0.1224], [0.1740, -0.4451, 0.2827], [0.2050, 0.1753, 0.2456], [0.0332, -0.0355, 0.0706], [0.1247, 0.0720, -0.0346], [-0.1724, 0.2047, 0.2132], [0.4227, 0.1661, -0.1736], [-0.1527, 0.0484, -0.2865], [0.4723, 0.1697, 0.3508], [0.0663, -0.1057, -0.1199], [0.0383, 0.0698, -0.0584], [-0.3109, 0.0435, -0.0448], [-0.0095, -0.1563, -0.0115], [-0.2806, 0.1374, 0.0975], [0.1843, 0.0974, -0.0858], [0.0172, 0.2420, -0.3247], [-0.3636, -0.2096, -0.4149], [0.6448, -0.0169, 0.0024], [-0.3375, -0.0083, 0.0516], [-0.3420, -0.1599, -0.3020], [0.0038, 0.1520, -0.0403], [-0.0923, 0.1915, 0.0627], [0.2548, -0.4829, 0.8320], [0.0639, 1.3011, 0.2672], [-0.0125, -0.3115, -0.3699], [-0.0798, 0.1290, 0.2572], [-0.2735, 0.0564, 0.0176], [-0.3091, 0.0452, 0.2315], [0.3859, -0.0833, -0.3237], [-0.0786, 0.0774, 0.0165], [0.3729, -0.0221, 0.0116], [0.1094, -0.1632, -0.9793], [-0.4120, -1.3615, 0.2206], [0.0297, -0.0377, -0.1247], [0.0882, 0.1538, 0.1244], [0.2307, 0.1345, -0.0858], [-0.0077, 0.3449, 0.3022], [0.5504, -0.0349, 0.5323], [0.1157, -0.1973, -0.2124], [-0.2355, -0.1004, -0.7677], [-0.2891, 0.4388, 0.1056], [0.0261, 0.0916, 0.4801], [-0.3417, -0.0365, 0.1701], [-0.3200, 0.1366, 0.6898], [0.0969, -0.0443, -0.2538], [-0.1500, -0.0012, 0.0605], [0.0017, -0.2934, 0.2682], [0.1361, 0.2664, 0.1709], [0.0709, 0.0805, 0.0469], [0.4914, 0.7355, 0.1431], [-0.8534, -0.0472, -0.3785], [-0.4491, -0.0877, -0.2140], [0.4836, -0.4950, -0.3390], [0.1736, -0.0625, 0.2546], [-0.8075, 0.0577, -0.3715], [0.1173, 0.0192, 0.0764], [-0.2097, -0.1376, -0.1761], [0.1246, 0.2608, 0.8247], [-0.5105, 0.1708, -0.1730], [0.2655, 0.0804, -0.0683], [0.1199, -0.0845, 0.0407], [-0.2064, -0.1170, 0.1536], [0.2503, -0.0143, 0.0808], [0.2323, 0.0394, 0.0721], [0.1670, -0.0666, -0.0600], [-0.0657, -0.0523, 0.1257], [-0.0201, -0.0983, 0.0665], [0.0010, 0.1214, 0.1464], [0.0673, -0.1112, -0.0409], [-0.1567, -0.1003, -0.0138], [0.0916, 0.3789, 0.0068], [-0.1269, 0.0901, -0.0785], [-0.1946, -0.2630, 0.0057], [-0.0964, -0.1430, 0.1228], [0.0418, -0.1304, -0.0693], [0.0286, -0.1129, 0.0422], [0.1127, 0.0308, -0.3810], [-0.2759, -0.0267, -0.0072], [0.1051, -0.0906, -0.1087], [0.0910, -0.2392, -0.1662], [0.2167, -0.0562, -0.0452], [0.1290, -0.3590, -0.2116], [-0.0987, 0.1008, -0.0223], [0.0613, -0.0134, 0.4646], [0.0301, 0.1735, 0.0526], [-0.0560, 0.1190, -0.1632], [0.1078, 0.1912, -0.0516], [-0.1077, -0.1872, -0.2128], [-0.1209, 0.0133, -0.3262], [0.2235, -0.0324, -0.0687], [-0.1929, -0.2716, -0.3170], [-0.0107, -0.1156, 0.0133], [0.0193, 0.2097, -0.0183], [-0.0536, 0.1919, -0.0731], [-0.2452, -0.0153, 0.4207], [0.1011, -0.0150, 0.1558], [0.3410, 0.2257, 0.2006], [0.1167, 0.0343, -0.1347], [0.0449, -0.1452, -0.1206], [-0.1812, 0.0978, 0.0008], [-0.0599, -0.2557, -0.4150], [-0.0002, -0.1815, 0.2150], [-0.1344, -0.0157, 0.1673]]}